8
Properties=species:S:1:pos:R:3 method="wB97M-V/def2-TZVPD" e_tot_ev=-28655.754 spin_multiplicity=1 homo_energy_ha=-0.37727 orbital_gap_ev=9.2511 de_lowest_kj_mol=114.09
C -0.278 0.367 -0.186
N -0.164 1.566 -0.357
Cl -2.445 -0.611 -0.324
C 0.612 -0.723 0.206
H 0.814 -0.721 1.284
H 0.261 -1.738 0.060
H -1.052 2.239 -0.254
Cl 2.253 -0.378 -0.429

***

26
Properties=species:S:1:pos:R:3 method="wB97M-V/def2-TZVPD" e_tot_ev=-12084.103 spin_multiplicity=1 total_charge=+1 homo_energy_ha=-0.48376 orbital_gap_ev=9.4290 de_lowest_kj_mol=268.73
C 0.426 1.306 0.452
H 2.910 -0.928 -0.957
H 0.017 -0.808 -1.751
H -2.102 -0.694 -1.654
H 2.449 1.137 0.138
H -2.248 -0.909 2.356
H 1.604 -2.227 -0.898
H 2.150 -1.484 -2.451
H -2.367 -2.002 -0.518
C -1.615 -0.245 0.525
C 1.950 -1.295 -1.387
H 2.306 2.555 1.231
C 0.830 -0.286 -1.359
O -1.853 1.135 0.606
C -2.399 -0.929 -0.538
H 0.846 -0.643 0.687
C -1.316 -0.908 1.856
H 2.019 2.740 -0.389
C 1.841 1.958 0.364
H -3.452 -0.638 -0.375
H -0.534 -0.322 2.495
H 0.975 0.673 -1.995
H -0.974 2.855 1.199
C -0.753 1.870 0.814
N 0.384 -0.029 0.001
H -1.095 -1.885 1.548

***

12
Properties=species:S:1:pos:R:3 method="wB97M-V/def2-TZVPD" e_tot_ev=-8319.221 spin_multiplicity=1 homo_energy_ha=-0.39234 orbital_gap_ev=10.9764 de_lowest_kj_mol=140.42
H -0.439 -1.970 0.112
O -1.845 -0.643 -0.017
O 1.701 2.300 -1.415
H 1.355 0.625 1.884
H 1.006 1.661 -1.609
O -0.586 -2.891 -0.132
H -2.785 -0.470 -0.140
H 1.540 2.550 -0.498
H -0.545 -3.365 0.707
H 0.851 1.767 1.016
O 1.201 0.871 0.964
H -1.454 -0.435 -0.873